1.
Below is a cluster of 8 separate species, C4H24N8O8 in total, with properties calculated with ωB97M-V with the def2-TZVPD basis set.

Values from the calculation:
- Highest occupied orbital energy: -9.184 eV
- Energy relative to the best compared isomer or geometry (same formula, charge and spin): 0.0 kcal/mol
- Structure (SMILES): NC(N)=O.NC(N)=O.NC(N)=O.NC(N)=O.O.O.O.O

CARTESIAN COORDINATES (ANGSTROEM)
N 2.568 -1.982 1.361
C 2.022 -1.921 0.119
N 2.832 -1.386 -0.835
O 0.879 -2.302 -0.154
H 3.422 -1.524 1.612
H 1.877 -2.138 2.089
H 3.686 -0.949 -0.555
H 2.427 -1.399 -1.754
N -3.030 0.057 -2.447
C -2.124 1.065 -2.330
N -1.812 1.325 -1.028
O -1.630 1.695 -3.264
H -3.533 -0.175 -3.283
H -3.416 -0.376 -1.628
H -1.212 2.112 -0.805
H -2.329 0.872 -0.296
N 2.386 2.290 -0.439
C 1.363 2.737 -1.247
N 1.554 2.537 -2.555
O 0.287 3.143 -0.799
H 3.251 2.052 -0.887
H 2.396 2.479 0.558
H 0.724 2.714 -3.109
H 2.465 2.393 -2.943
N -1.577 -2.697 -1.525
C -2.559 -2.954 -0.626
N -2.227 -2.599 0.642
O -3.665 -3.373 -0.974
H -0.635 -2.418 -1.281
H -1.829 -2.995 -2.451
H -1.254 -2.457 0.861
H -2.889 -2.729 1.385
O -1.965 1.093 3.150
H -2.001 2.045 3.282
H -1.223 0.954 2.538
O 0.179 -1.883 3.001
H 0.037 -1.118 2.413
H -0.702 -2.123 3.302
O 0.100 0.450 1.243
H -0.149 0.103 0.371
H 0.693 1.190 1.051
O 2.242 2.660 2.362
H 1.573 3.201 2.797
H 2.797 2.331 3.079

Cartesian forces, eV/Å:
N -0.96 -0.43 0.35
C 0.05 0.37 -0.09
N -0.55 -0.47 0.14
O 0.52 0.12 0.37
H 0.08 0.07 -0.15
H 0.26 -0.11 0.09
H 0.16 0.10 -0.53
H 0.48 0.37 -0.14
N -0.60 -0.50 -0.12
C 0.02 0.63 -0.17
N 0.25 -0.19 0.32
O -0.17 -0.49 0.16
H 0.42 0.36 -0.32
H 0.11 -0.03 0.10
H -0.07 -0.08 -0.21
H -0.05 0.13 0.11
N -0.07 0.21 -0.22
C -0.41 -0.62 1.25
N -0.48 0.33 -0.65
O 0.76 0.13 0.29
H 0.13 -0.04 0.15
H -0.02 0.28 -0.33
H 0.30 -0.13 -0.28
H -0.07 -0.05 -0.28
N -0.15 -0.32 -0.52
C -0.53 0.13 -0.64
N 0.12 0.25 0.67
O 0.45 0.22 0.47
H -0.16 -0.21 -0.02
H 0.34 0.12 -0.07
H 0.03 -0.11 0.11
H -0.03 -0.17 -0.11
O 0.14 0.02 -0.02
H -0.08 -0.04 -0.01
H -0.13 0.02 -0.04
O -0.19 0.25 -0.22
H 0.14 0.00 0.20
H 0.07 -0.05 0.14
O 0.06 -0.11 -0.10
H -0.06 0.12 0.04
H -0.03 -0.09 0.05
O -0.07 0.04 0.45
H 0.03 0.00 -0.14
H -0.04 -0.04 -0.07

Mulliken population analysis, charges in e, atoms 1 to 2:
1. N -0.43
2. C 0.58

2.
Below is a structure of composition C4H24O10Sr, with properties calculated with ωB97M-V with the def2-TZVPD basis set.

Values from the calculation:
- Highest occupied orbital energy: -14.294 eV
- Charge: +2
- Energy relative to the best compared isomer or geometry (same formula, charge and spin): 148.3 kcal/mol

CARTESIAN COORDINATES (ANGSTROEM)
Sr -1.620 0.352 -1.118
O -0.183 -2.693 -3.453
H -0.093 -2.663 -4.406
H 0.003 -3.604 -3.223
O -4.375 -2.468 -1.184
H -4.365 -3.198 -0.565
H -4.837 -2.809 -1.950
O -2.702 -0.554 2.637
H -2.032 -0.931 3.208
H -3.102 0.138 3.163
O 1.052 1.823 -3.540
H 1.986 1.623 -3.478
H 1.020 2.759 -3.739
O -4.901 2.558 -0.270
H -5.553 2.824 -0.919
H -5.336 2.685 0.573
O -3.687 0.797 -4.535
H -3.269 0.392 -5.295
H -4.248 1.478 -4.905
C 2.693 3.864 2.043
C 1.185 3.915 2.255
O 0.565 3.965 0.945
O 3.110 5.068 1.384
H 3.016 3.020 1.433
H 3.190 3.683 2.996
H 1.053 4.815 2.857
H 0.791 3.046 2.781
H 0.753 4.824 0.561
H 3.510 4.704 0.591
C 2.781 -4.603 1.366
C 2.905 -3.097 1.045
O 1.591 -2.554 1.138
O 2.879 -4.768 2.808
H 3.411 -5.356 0.893
H 1.777 -4.967 1.149
H 3.296 -2.882 0.050
H 3.627 -2.674 1.743
H 1.315 -2.797 2.025
H 2.796 -5.716 2.938

Cartesian forces, eV/Å:
Sr -0.34 -0.19 -0.19
O -0.23 0.54 0.37
H 0.05 0.03 -0.32
H 0.07 -0.30 0.14
O 0.54 0.56 0.04
H -0.04 -0.22 0.27
H -0.19 -0.05 -0.29
O 0.21 0.13 -0.82
H 0.18 -0.22 0.25
H -0.24 0.19 0.23
O -0.63 -0.35 0.48
H 0.35 -0.14 -0.03
H -0.02 0.34 -0.16
O 0.63 -0.36 -0.16
H -0.21 0.10 -0.23
H -0.12 0.06 0.30
O 0.39 -0.13 0.66
H 0.08 -0.16 -0.30
H -0.24 0.25 -0.07
C -0.06 -0.48 0.31
C 1.07 0.12 -1.02
O -0.52 -0.33 0.70
O -0.17 -0.88 0.20
H -0.38 -0.26 -0.16
H 0.15 0.56 0.22
H -0.69 0.10 -0.14
H 0.06 0.05 -0.06
H 0.18 0.19 0.07
H 0.27 0.74 -0.20
C -0.41 -0.60 0.93
C 0.27 -1.57 -0.26
O 0.10 0.73 0.11
O 0.22 0.45 -0.71
H 0.71 0.68 -0.32
H -0.29 0.46 -0.66
H -0.25 -0.24 -0.09
H -0.23 0.22 0.26
H -0.28 0.05 0.23
H 0.03 -0.08 0.43

Mulliken population analysis, charges in e, atoms 1 to 2:
1. Sr 1.83
2. O -0.61

3.
Below is a cluster of 8 separate species, C4H24O8 in total, with properties calculated with ωB97M-V with the def2-TZVPD basis set.

Values from the calculation:
- Highest occupied orbital energy: -8.335 eV
- Energy relative to the best compared isomer or geometry (same formula, charge and spin): 60.2 kcal/mol

CARTESIAN COORDINATES (ANGSTROEM)
O 1.292 2.221 1.392
H 1.749 1.879 0.509
H 0.505 1.624 1.672
H 0.923 3.102 1.227
O -0.671 0.133 -1.004
H -0.983 0.192 -0.034
H -1.278 0.637 -1.625
H 0.199 0.671 -0.963
C 0.603 -0.950 3.506
C 0.330 -0.873 1.998
C -0.326 -2.131 1.473
O -0.430 0.247 1.637
H 0.977 -0.007 3.907
H 1.342 -1.729 3.702
H -0.328 -1.175 4.034
H 1.335 -0.794 1.545
H -0.406 -2.135 0.384
H -1.345 -2.285 1.844
H 0.149 -3.080 1.748
C 2.139 1.571 -2.178
O 1.780 1.333 -0.865
H 1.307 1.368 -2.887
H 2.536 2.564 -2.428
H 2.857 0.831 -2.582
O -3.556 -0.810 1.347
H -2.664 -0.441 1.457
H -3.783 -1.146 2.220
O 3.150 -1.618 -0.890
H 3.939 -1.144 -1.172
H 2.495 -0.921 -0.740
O -2.246 -1.217 -3.353
H -2.945 -0.967 -3.967
H -1.635 -1.745 -3.880
O -2.274 1.890 -2.249
H -2.822 2.529 -1.778
H -1.916 2.374 -3.004

Cartesian forces, eV/Å:
O 0.16 1.02 0.83
H -0.34 -0.34 -1.44
H -0.60 -1.88 -0.25
H 0.26 -0.09 -0.09
O -0.26 0.78 -0.48
H 0.63 -0.27 0.79
H 0.03 -0.38 0.58
H 1.06 -0.05 0.10
C -0.47 -0.04 -0.16
C 0.53 0.24 0.08
C -0.46 -1.07 -0.08
O -0.43 1.21 -0.52
H 0.07 0.05 -0.17
H -0.07 -0.04 0.11
H 0.05 -0.09 0.08
H 0.00 -0.12 -0.21
H 0.11 0.13 -0.01
H -0.03 0.50 0.10
H 0.50 0.30 0.01
C 0.04 -0.73 -1.01
O -1.00 -0.27 0.75
H -0.22 0.44 0.23
H -0.06 0.07 0.33
H 0.34 0.20 0.44
O 0.09 0.17 -0.03
H 0.06 -0.05 0.17
H 0.03 0.03 -0.04
O -0.09 0.02 -0.03
H -0.06 0.02 0.04
H 0.11 0.14 0.01
O 0.07 0.10 -0.17
H 0.02 -0.04 0.09
H -0.04 0.01 0.11
O -0.02 0.32 -0.29
H 0.04 -0.18 0.08
H -0.03 -0.12 0.06

Mulliken population analysis, charges in e, atoms 1 to 2:
1. O -0.41
2. H 0.41

4.
Below is a cluster of 8 separate species, C4H25N2O8 in total, with properties calculated with ωB97M-V with the def2-TZVPD basis set.

Values from the calculation:
- Highest occupied orbital energy: -13.580 eV
- Charge: +1
- Energy relative to the best compared isomer or geometry (same formula, charge and spin): 45.2 kcal/mol

CARTESIAN COORDINATES (ANGSTROEM)
O 0.925 -1.005 1.974
C 0.444 -1.213 0.849
N -0.477 -2.230 0.740
C 1.217 -0.605 -0.278
N 2.210 0.327 0.331
C 2.340 -0.526 -2.525
C 1.794 -1.427 -1.401
H -0.695 -2.385 -0.240
H -0.799 -2.676 1.588
H 0.453 -0.001 -0.870
H 1.634 1.132 0.618
H 2.905 0.605 -0.391
H 2.815 -0.056 1.057
H 3.254 0.020 -2.177
H 1.654 0.064 -3.132
H 2.735 -1.129 -3.419
H 1.092 -2.281 -1.772
H 2.699 -2.086 -1.238
H 0.264 2.860 -0.228
H -0.975 2.145 0.294
O -0.203 2.019 -0.354
H -2.096 -3.100 -2.111
H -1.582 -1.605 -2.386
O -1.421 -2.432 -1.928
H -2.935 2.346 0.936
H -2.255 1.743 2.101
O -2.115 2.475 1.438
H -1.225 0.969 -1.084
H -2.324 0.393 -2.202
O -1.454 0.278 -1.811
H 0.809 2.470 2.121
H 2.011 3.468 2.000
O 1.610 2.676 1.632
H -1.252 -0.682 3.920
H -0.894 0.113 2.696
O -1.623 -0.030 3.314
H -2.570 -0.414 -0.063
H -3.047 -0.411 1.374
O -2.927 0.192 0.626

Cartesian forces, eV/Å:
O -0.64 1.13 0.03
C 1.08 -3.60 3.09
N 1.65 2.79 -1.67
C -1.81 0.38 -2.06
N 0.35 0.06 -1.70
C 1.03 -1.08 -1.95
C 1.05 -3.01 -1.76
H -1.12 -0.95 0.19
H 0.01 0.02 -0.45
H 1.29 -0.21 1.01
H 0.90 0.33 0.44
H -0.95 0.23 0.18
H -0.89 -0.23 0.61
H -0.90 -0.03 -0.46
H -0.38 0.70 0.93
H -0.19 0.19 1.64
H 0.59 2.10 0.55
H -0.79 0.75 1.08
H -0.01 -0.23 -0.37
H 0.59 -0.07 -0.15
O -0.54 0.68 1.23
H 0.13 0.46 -0.27
H -0.19 0.06 -0.05
O 0.16 -0.88 0.29
H 0.18 0.26 -0.12
H 0.50 1.02 -0.65
O -0.55 -0.68 1.10
H -0.83 -1.03 -2.32
H -0.05 0.69 0.30
O 0.53 0.46 1.07
H -0.07 0.36 0.36
H -0.12 0.02 0.23
O 0.14 -0.02 -0.23
H -0.12 0.11 0.14
H 0.04 -0.22 0.11
O 0.13 0.04 -0.29
H -0.29 0.66 0.40
H -0.08 0.24 0.16
O 0.17 -1.52 -0.65

Mulliken population analysis, charges in e, atoms 1 to 2:
1. O -0.68
2. C 0.03

5.
Below is a cluster of 7 separate species, C4H25N3O6 in total, with properties calculated with ωB97M-V with the def2-TZVPD basis set.

Values from the calculation:
- Highest occupied orbital energy: -8.738 eV
- Energy relative to the best compared isomer or geometry (same formula, charge and spin): 17.5 kcal/mol
- Structure (SMILES): C[C@H](CN)NCN.O.O.O.O.O.O

CARTESIAN COORDINATES (ANGSTROEM)
C -0.278 -0.893 2.634
C 0.209 -0.591 1.162
C 1.703 -0.235 1.152
N 2.559 -1.411 1.124
N -0.465 0.427 0.385
C -1.944 0.393 0.293
N -2.434 1.470 -0.533
H 0.227 -0.222 3.339
H -1.369 -1.042 2.779
H -0.177 -1.951 2.790
H 0.048 -1.633 0.754
H 1.956 0.374 2.049
H 1.947 0.379 0.286
H 2.412 -2.156 1.790
H 2.500 -1.712 0.156
H -0.280 1.353 0.729
H -2.388 0.528 1.306
H -2.215 -0.581 -0.130
H -2.041 2.359 -0.199
H -2.164 1.385 -1.528
O -2.021 -0.489 -2.978
H -1.602 -0.719 -3.818
H -1.245 -0.389 -2.403
O 1.448 3.113 0.619
H 1.487 4.069 0.567
H 1.565 2.705 1.478
O 0.411 0.435 -2.341
H 0.199 0.509 -1.362
H 1.114 1.099 -2.368
O 1.891 -1.801 -1.875
H 1.218 -1.113 -2.056
H 1.393 -2.626 -1.918
O 0.094 2.144 2.901
H -0.050 2.422 3.811
H 0.193 1.176 2.952
O -1.184 -2.778 -1.780
H -1.794 -2.854 -2.521
H -1.498 -1.994 -1.327

Cartesian forces, eV/Å:
C -0.93 -0.03 -1.09
C -0.65 -1.19 0.84
C 0.18 -0.90 1.23
N 0.65 0.73 -0.81
N -1.07 -0.25 -0.55
C 0.39 0.22 0.37
N 0.27 0.47 -0.57
H -0.40 -1.12 0.54
H 0.12 1.64 -0.24
H 1.74 -0.51 0.60
H 0.33 1.35 -0.70
H -0.18 -0.19 -0.38
H -0.06 -0.11 -0.03
H -0.42 0.26 -0.04
H 0.26 -0.69 0.22
H 0.64 0.45 0.24
H 0.10 -0.37 -0.61
H -0.34 0.19 0.21
H -0.35 -0.45 -0.14
H -0.23 -0.14 0.83
O -0.12 -0.07 -0.05
H -0.14 0.17 0.09
H -0.26 0.22 -0.62
O -0.09 -0.71 -1.49
H 0.14 -0.09 0.83
H -0.09 0.89 0.48
O 0.47 0.71 1.22
H -0.32 -0.20 -0.17
H 0.05 -0.08 -0.56
O -0.24 -0.18 0.09
H 0.41 -0.16 -0.13
H 0.01 0.06 0.00
O 0.12 -0.30 0.15
H -0.01 0.06 -0.01
H -0.20 0.85 -0.01
O 0.27 -0.58 0.16
H 0.03 0.08 0.04
H -0.11 -0.02 0.07

Mulliken population analysis, charges in e, atoms 1 to 2:
1. C -1.51
2. C 0.18

6.
Below is a cluster of 9 separate species, C4H25NO11 in total, with properties calculated with ωB97M-V with the def2-TZVPD basis set.

Values from the calculation:
- Highest occupied orbital energy: -10.604 eV
- Energy relative to the best compared isomer or geometry (same formula, charge and spin): 40.6 kcal/mol
- Structure (SMILES): C[C@@H](O)CNC(=O)O.O.O.O.O.O.O.O.O

CARTESIAN COORDINATES (ANGSTROEM)
C -2.461 0.581 1.842
C -1.758 -0.097 0.695
O -2.320 0.422 -0.560
C -0.250 0.118 0.642
N 0.301 -0.810 -0.358
C 1.593 -1.105 -0.294
O 2.367 -0.949 0.661
O 2.069 -1.458 -1.521
H -3.091 1.370 1.443
H -1.815 0.846 2.683
H -3.093 -0.133 2.374
H -1.927 -1.155 0.530
H -2.051 1.352 -0.594
H -0.022 1.130 0.280
H 0.297 0.043 1.578
H -0.133 -0.784 -1.284
H 2.886 -1.939 -1.338
O -0.608 -3.251 1.360
H 0.362 -3.278 1.163
H -0.807 -4.149 1.633
O -1.489 4.389 -0.721
H -0.567 4.097 -0.880
H -1.620 4.179 0.210
O 3.011 1.744 0.562
H 3.711 1.839 1.212
H 3.020 0.788 0.386
O -2.088 -2.666 3.391
H -2.467 -2.450 2.541
H -1.150 -2.674 3.179
O 2.036 -3.442 1.129
H 1.960 -3.011 1.989
H 2.579 -2.796 0.647
O 1.331 1.453 -4.129
H 0.460 1.657 -3.764
H 1.326 0.541 -3.792
O -0.967 -0.583 -2.923
H -1.698 -0.496 -2.295
H -0.953 0.201 -3.472
O 0.947 3.410 -1.412
H 1.584 3.235 -0.706
H 1.497 3.829 -2.087

Cartesian forces, eV/Å:
C -0.29 -1.08 1.05
C 0.29 0.52 -1.33
O 0.47 -0.02 0.31
C 0.02 -0.04 -0.67
N 0.25 0.55 0.93
C 0.32 1.38 -1.07
O -0.49 -0.21 -0.50
O -0.05 -0.75 0.60
H 0.14 0.27 0.37
H 0.27 0.67 -0.48
H -0.45 -0.01 -0.37
H -0.15 -0.27 0.79
H -0.21 0.06 -0.22
H -0.24 0.14 0.13
H -0.26 -0.47 0.10
H 0.38 -0.14 0.09
H 0.26 0.18 -0.41
O 0.84 0.00 -0.28
H -0.77 -0.09 -0.32
H -0.18 -0.16 0.01
O 0.18 -0.38 0.33
H -0.29 0.19 -0.22
H -0.17 0.20 -0.04
O 0.10 0.02 -0.16
H 0.03 0.24 0.08
H -0.22 0.10 0.11
O -0.27 0.21 0.78
H -0.19 -0.03 -0.26
H 0.01 -0.06 -0.09
O 0.39 -0.42 0.14
H 0.26 -0.07 0.09
H -0.10 -0.31 0.46
O -0.86 -0.89 0.60
H 0.10 1.03 -0.17
H 0.90 -0.06 -0.33
O 0.28 -0.51 0.01
H -0.31 0.44 -0.10
H -0.36 0.10 -0.05
O 0.59 0.02 0.06
H 0.00 -0.29 0.12
H -0.22 -0.07 -0.12

Mulliken population analysis, charges in e, atoms 1 to 2:
1. C -1.46
2. C 0.35

So what do the calculations give for total energy? Going down the list: -32843.365; -25831.969; -20915.097; -23908.245; -21308.195; -28567.025 eV.
So what do the calculations give for HOMO-LUMO gap? Going down the list: 0.3277; 0.2190; 0.2989; 0.4021; 0.3327; 0.3944 Eh.